[1]
{
  "formula": "C12H27FN3O",
  "method": "ωB97M-V with the def2-TZVPD basis set",
  "total_energy_ev": -22110.15426,
  "multiplicity": 1,
  "smiles": "CCCCN[C@@]1(CCF)[NH2+]CCO[C@@H]1NCC",
  "charge": 1,
  "lumo_ev": -2.92,
  "homo_lumo_gap_ev": 9.436,
  "elements": ["C", "C", "C", "C", "N", "C", "C", "C", "F", "N", "C", "C", "O", "C", "N", "C", "C", "H", "H", "H", "H", "H", "H", "H", "H", "H", "H", "H", "H", "H", "H", "H", "H", "H", "H", "H", "H", "H", "H", "H", "H", "H", "H", "H"],
  "xyz": [[-0.865861, -2.987402, -0.754063], [-0.120200, -2.531371, -2.005652], [-0.483274, -1.125103, -2.520307], [0.628604, -0.068287, -2.393634], [0.409603, 1.041564, -1.461801], [0.731554, 0.936322, -0.059146], [1.543110, -0.266551, 0.367318], [3.037298, -0.175477, 0.087719], [3.298165, 0.497835, -1.114069], [1.503087, 2.204776, 0.315690], [1.762970, 2.346810, 1.775657], [0.460248, 2.253174, 2.537911], [-0.308141, 1.141104, 2.147240], [-0.560645, 1.098665, 0.769810], [-1.485065, 0.038359, 0.462941], [-2.480331, -0.252688, 1.518537], [-3.692537, -0.878899, 0.854306], [-0.767999, -4.062432, -0.639392], [-1.924589, -2.769914, -0.835468], [-0.472263, -2.542873, 0.148629], [0.949576, -2.559612, -1.819830], [-0.305400, -3.269432, -2.775066], [-0.664388, -1.242483, -3.581537], [-1.415151, -0.770375, -2.099590], [1.580104, -0.574606, -2.274306], [0.685761, 0.405291, -3.364959], [0.707070, 1.920721, -1.856861], [1.157941, -1.166076, -0.082470], [1.433350, -0.420344, 1.435450], [3.592262, 0.341306, 0.867608], [3.448393, -1.177150, 0.031351], [0.866849, 2.971074, 0.066353], [2.337607, 2.322114, -0.266668], [2.185555, 3.333959, 1.929423], [2.496903, 1.640302, 2.124696], [0.720452, 2.089172, 3.575662], [-0.110173, 3.181787, 2.492580], [-0.978229, 2.082787, 0.461972], [-2.018367, 0.360460, -0.337288], [-2.057001, -0.966293, 2.213355], [-2.825290, 0.639565, 2.029689], [-4.175428, -0.121290, 0.238767], [-3.413270, -1.699778, 0.203186], [-4.412861, -1.218710, 1.586258]],
  "forces_ev_per_angstrom": [[0.250, -0.318, -0.236], [-0.300, 0.213, 0.463], [0.311, -0.356, -0.060], [-0.440, -0.052, -0.544], [0.077, -0.093, 0.403], [-0.121, -0.003, -0.043], [0.542, -0.070, 0.034], [-0.004, -0.176, 0.035], [0.025, 0.035, 0.179], [-0.198, 0.318, -0.197], [0.052, 0.725, 0.155], [0.032, -0.422, 0.238], [0.155, -0.319, 0.082], [-0.497, 0.322, -0.142], [-0.076, 0.347, 0.401], [-0.207, -0.486, -0.554], [0.095, 0.324, -0.235], [0.016, -0.203, 0.021], [-0.139, 0.084, 0.042], [-0.111, 0.290, 0.277], [0.317, -0.157, -0.009], [-0.031, -0.060, -0.304], [-0.118, 0.134, -0.288], [-0.142, 0.080, 0.170], [0.270, 0.051, 0.246], [0.142, 0.286, -0.165], [-0.032, -0.078, -0.142], [-0.394, -0.078, -0.316], [-0.137, 0.012, 0.264], [0.023, 0.197, 0.026], [0.157, -0.113, -0.217], [0.112, 0.022, -0.080], [0.108, -0.315, 0.088], [0.138, 0.189, 0.001], [0.064, -0.456, -0.215], [-0.057, 0.055, 0.285], [-0.167, 0.110, -0.294], [0.002, 0.097, 0.051], [0.199, -0.184, -0.184], [0.197, 0.117, 0.339], [0.205, 0.227, 0.355], [-0.210, 0.018, -0.122], [0.007, -0.200, 0.047], [-0.116, -0.113, 0.147]]
}

***

[2]
{
  "formula": "C12H27GaN5O7",
  "method": "ωB97M-V with the def2-TZVPD basis set",
  "total_energy_ev": -87028.99058,
  "de_lowest_ev": 1.021,
  "multiplicity": 1,
  "charge": 1,
  "lumo_ev": -5.14,
  "homo_lumo_gap_ev": 4.822,
  "elements": ["O", "H", "Ga", "N", "N", "N", "N", "O", "O", "O", "O", "C", "C", "C", "C", "C", "H", "H", "H", "C", "H", "H", "H", "C", "C", "H", "H", "H", "H", "H", "H", "H", "H", "C", "H", "H", "H", "O", "H", "H", "C", "N", "C", "C", "O", "H", "H", "H", "H", "H", "H", "H"],
  "xyz": [[-0.624439, 0.615397, -5.445922], [-1.212662, 0.207376, -6.107768], [-0.601742, 0.278404, -0.288976], [-0.317338, 1.892007, 0.928504], [0.820646, 1.239878, -1.327038], [-1.690017, -0.823212, 1.023140], [-0.836752, -1.402267, -1.303418], [-0.982138, 2.086155, 2.004543], [-2.087467, -0.430811, 2.336606], [-0.259763, -1.677944, -2.554948], [1.437287, 0.629116, -2.253555], [1.291355, 2.318587, -0.721252], [0.682542, 2.658825, 0.523958], [-1.892293, -2.075414, 0.646970], [-1.361790, -2.411846, -0.630318], [1.052744, 3.819171, 1.384450], [1.325598, 3.479696, 2.396218], [0.198375, 4.507168, 1.488079], [1.894733, 4.406367, 1.004528], [2.421207, 3.031257, -1.373239], [2.144322, 3.287987, -2.407924], [3.314327, 2.387849, -1.424526], [2.710389, 3.957077, -0.872669], [-2.613569, -3.045757, 1.497935], [-1.444067, -3.787454, -1.183179], [-3.288679, -2.588674, 2.237554], [-1.911005, -3.692552, 2.045683], [-3.222311, -3.703873, 0.867521], [-0.682261, -4.017322, -1.941517], [-2.431796, -3.960221, -1.638184], [-1.335865, -4.519502, -0.374806], [-1.798517, 0.528189, 2.428939], [-0.011785, -0.808416, -2.961248], [-1.533243, 1.052082, -4.398287], [-0.998735, 1.765941, -3.727596], [-1.938995, 0.171727, -3.834145], [-2.381915, 1.590469, -4.869296], [-2.643074, 1.359238, -0.479448], [-2.683514, 0.472399, -0.013596], [-2.007208, 1.931864, 0.020042], [1.151289, -0.162758, 3.145349], [2.103150, -0.905664, 2.310068], [3.267983, -1.512770, 2.883226], [1.930814, -1.053188, 0.998080], [0.960718, -0.575192, 0.403672], [1.507432, -0.175950, 4.177034], [0.155924, -0.622316, 3.122768], [1.076056, 0.884548, 2.825542], [3.242555, -2.585415, 2.698753], [4.155275, -1.097423, 2.408771], [3.298746, -1.324890, 3.945167], [2.649479, -1.597935, 0.379773]],
  "forces_ev_per_angstrom": [[-1.117, -0.084, 0.607], [0.634, 0.202, 0.229], [1.965, 2.194, 0.042], [1.829, -0.473, -2.208], [-0.530, 0.755, 1.155], [-0.835, -1.412, 1.663], [-0.342, -2.105, -1.163], [-1.251, 0.033, 1.867], [0.223, -1.132, -2.008], [-1.254, 0.063, 1.541], [-0.091, -0.137, -1.132], [0.141, -1.006, -1.867], [-1.858, 0.111, 1.532], [-0.780, 2.943, 3.208], [1.596, 1.134, -3.878], [0.261, 0.466, 0.190], [-0.259, 0.060, -0.249], [0.171, -0.333, 0.075], [-0.203, -0.293, -0.067], [0.592, 0.146, -0.126], [0.123, -0.229, 0.269], [-0.279, 0.137, -0.089], [-0.168, -0.180, 0.044], [-0.509, -0.657, 0.317], [0.152, -0.725, 0.004], [0.499, 0.138, -0.370], [-0.083, 0.183, -0.146], [0.168, 0.056, 0.084], [-0.259, 0.434, 0.267], [0.206, 0.146, 0.099], [-0.068, 0.128, -0.137], [0.329, 0.345, -0.611], [0.402, -0.073, 0.634], [0.106, 0.117, -0.474], [-0.288, -0.726, -0.504], [0.288, 0.706, -0.242], [0.344, -0.242, 0.495], [1.190, -1.530, 0.026], [-1.027, 1.897, -0.179], [-1.219, -0.054, 0.159], [-0.076, 0.199, -0.039], [-0.442, -0.015, -1.199], [0.845, -0.478, -0.038], [-0.307, 0.515, 1.001], [0.174, -0.705, 0.362], [0.008, -0.067, -0.220], [0.298, 0.117, -0.082], [-0.065, -0.331, -0.011], [0.160, -0.081, 0.224], [0.189, -0.050, 0.224], [0.072, -0.005, 0.175], [0.349, -0.101, 0.547]]
}

***

[3]
{
  "formula": "C12H27N3O9PS3",
  "method": "ωB97M-V with the def2-TZVPD basis set",
  "total_energy_ev": -77570.34795,
  "multiplicity": 1,
  "charge": -1,
  "lumo_ev": 2.45,
  "homo_lumo_gap_ev": 7.706,
  "elements": ["C", "C", "N", "C", "O", "C", "N", "C", "O", "P", "N", "C", "S", "O", "H", "H", "H", "H", "H", "H", "H", "H", "H", "H", "H", "O", "S", "O", "O", "C", "C", "C", "H", "H", "H", "H", "H", "H", "H", "H", "O", "S", "O", "O", "C", "C", "C", "H", "H", "H", "H", "H", "H", "H", "H"],
  "xyz": [[-4.282135, -1.137236, 1.937431], [-4.367342, -1.984928, 0.539218], [-3.161598, -2.809487, 0.304043], [-2.043082, -2.137575, -0.352932], [-1.495069, -3.229410, -1.232163], [-0.694602, -4.052138, -0.371706], [0.156751, -4.723758, 0.163667], [-2.249849, -0.948314, -1.415443], [-0.974806, -0.390969, -1.850530], [0.113274, -0.569489, -0.471112], [1.587027, -0.746572, 0.560409], [1.207317, -0.344599, 1.737392], [1.150707, -0.232583, 3.418068], [-0.860780, -1.771770, 0.387303], [-4.774910, -1.793088, 2.755213], [-4.887659, -0.173438, 1.776329], [-3.197705, -0.955784, 2.238663], [-5.238698, -2.729766, 0.725934], [-4.712141, -1.330159, -0.332092], [-3.385930, -3.735137, -0.071250], [-2.665024, -0.070290, -0.781334], [-3.020149, -1.210095, -2.215027], [-0.576071, 0.385641, 0.360346], [0.817456, 0.583644, -1.031665], [0.766698, -1.543142, -1.333012], [-4.308285, 2.600584, -1.171812], [-3.123679, 3.237708, -1.687916], [-2.180966, 3.897595, -0.821710], [-3.556665, 4.266666, -2.868691], [-4.512791, 5.280353, -2.566905], [-3.909905, 6.386526, -1.720501], [-2.240579, 2.083629, -2.693635], [-5.392605, 4.845686, -2.083319], [-4.842311, 5.699784, -3.520755], [-3.628055, 6.018312, -0.731717], [-4.623904, 7.201895, -1.582389], [-3.004043, 6.779532, -2.188806], [-2.937455, 1.601693, -3.378851], [-1.789617, 1.338850, -2.029964], [-1.459582, 2.613863, -3.238049], [5.237568, -0.805172, 3.149521], [5.530031, -1.935480, 2.307842], [6.013728, -3.179960, 2.853061], [6.533727, -1.459323, 1.123304], [7.766555, -0.843488, 1.487180], [8.761496, -1.854724, 2.026778], [4.122893, -2.281653, 1.294714], [7.594348, -0.035170, 2.203910], [8.174386, -0.390048, 0.580432], [8.417318, -2.282445, 2.970903], [9.731947, -1.385943, 2.206385], [8.888393, -2.682586, 1.324636], [3.767231, -1.355074, 0.847617], [3.350975, -2.709307, 1.934887], [4.408163, -3.001860, 0.528098]],
  "forces_ev_per_angstrom": [[-0.460, -0.680, -0.727], [-1.396, -0.338, 1.561], [-0.150, 1.917, 0.073], [2.660, -0.194, -1.745], [2.043, -2.952, 2.918], [2.399, -0.674, -0.677], [-4.456, 2.976, -2.506], [-0.774, 1.600, 1.559], [-2.696, -2.024, 1.169], [1.253, 1.275, -3.001], [-2.832, 2.654, 7.349], [3.443, -2.850, -1.680], [-0.332, 0.163, -3.459], [-2.733, -0.471, -0.399], [0.838, 1.257, -1.240], [1.081, -1.328, 0.573], [-1.500, -0.003, -0.550], [1.433, 1.140, -0.550], [0.787, -0.736, 1.063], [0.524, 0.854, -0.110], [-0.221, -1.510, -0.799], [1.383, 0.235, 0.743], [-0.089, -0.118, -0.073], [0.010, -0.594, -0.151], [-0.323, 0.097, 0.725], [0.259, 0.578, 0.104], [0.689, -0.375, -0.687], [-0.804, -0.173, -0.134], [0.153, -0.500, 0.169], [-0.347, 0.616, 0.311], [0.142, 0.016, 0.308], [-0.243, 0.393, 0.034], [0.127, -0.117, 0.012], [0.168, -0.295, -0.064], [-0.037, 0.019, -0.103], [-0.014, -0.047, -0.111], [-0.119, -0.014, -0.020], [0.014, 0.070, 0.082], [0.049, 0.216, -0.141], [-0.069, -0.003, 0.105], [0.604, -0.520, -0.045], [-0.660, -0.173, -0.659], [0.073, 0.696, 0.130], [-0.546, -0.188, 0.196], [0.674, 0.145, 0.296], [0.010, -0.218, 0.264], [0.323, 0.088, -0.110], [-0.144, -0.099, -0.005], [-0.338, -0.082, -0.057], [0.018, 0.058, -0.093], [-0.050, 0.052, -0.099], [0.015, 0.119, 0.006], [0.037, -0.123, 0.090], [0.092, 0.111, 0.055], [0.030, 0.051, 0.102]]
}

***

[4]
{
  "formula": "C12H28AgF2N4O4",
  "method": "ωB97M-V with the def2-TZVPD basis set",
  "total_energy_ev": -36476.96817,
  "de_lowest_ev": 6.596,
  "multiplicity": 1,
  "charge": -1,
  "lumo_ev": 1.00,
  "homo_lumo_gap_ev": 4.630,
  "elements": ["Ag", "F", "F", "C", "O", "N", "C", "C", "H", "H", "H", "H", "H", "H", "H", "C", "O", "N", "C", "C", "H", "H", "H", "H", "H", "H", "H", "C", "O", "N", "C", "C", "H", "H", "H", "H", "H", "H", "H", "C", "O", "N", "C", "C", "H", "H", "H", "H", "H", "H", "H"],
  "xyz": [[-1.563078, 0.685135, -0.421129], [-1.720488, 2.495615, 2.887891], [-4.018988, -1.318675, 1.429291], [0.304512, -2.953315, 5.850201], [-0.753068, -2.450945, 5.440521], [1.259992, -3.417675, 5.045011], [2.554772, -3.880465, 5.577481], [1.197142, -3.215615, 3.603591], [0.516442, -3.034795, 6.927531], [3.407582, -3.218645, 5.426431], [2.860162, -4.881605, 5.273241], [2.435672, -4.022355, 6.651621], [1.428362, -4.094525, 3.001801], [0.202552, -2.922595, 3.267391], [1.887332, -2.409375, 3.355131], [-5.473168, 4.987685, -0.750919], [-4.652638, 4.280005, -1.367189], [-6.377138, 5.742125, -1.467259], [-7.466048, 6.349635, -0.774289], [-6.329298, 5.837265, -2.926939], [-5.458378, 5.163605, 0.335841], [-7.818078, 7.267855, -1.244419], [-7.273648, 6.583525, 0.272801], [-8.234088, 5.587935, -0.639999], [-5.666568, 5.141965, -3.442149], [-7.293778, 5.747825, -3.426819], [-6.124838, 6.898555, -3.068219], [-0.471568, -3.359505, -4.967339], [-0.312098, -2.316745, -4.303099], [0.608942, -4.127425, -5.337689], [0.498582, -5.087125, -6.386689], [2.014262, -3.625085, -5.163959], [-1.389608, -3.809725, -5.375649], [0.617932, -4.681025, -7.391149], [-0.417938, -5.672225, -6.462489], [1.311162, -5.810525, -6.319589], [2.733502, -4.441525, -5.098929], [2.380252, -3.120705, -6.058239], [2.165992, -2.985385, -4.294559], [3.640572, 2.182755, 1.251901], [3.037602, 1.762775, 0.285741], [4.739482, 1.530475, 1.813661], [5.416402, 2.240885, 2.906541], [5.241292, 0.320075, 1.223491], [3.296432, 2.963875, 1.947341], [6.462922, 2.482765, 2.721111], [5.374942, 1.571075, 3.765461], [4.822272, 3.071895, 3.286691], [5.808902, -0.322155, 1.896881], [4.498522, -0.253445, 0.668981], [6.089992, 0.537895, 0.575141]],
  "forces_ev_per_angstrom": [[-0.785, -0.068, 1.410], [0.308, -0.020, -0.664], [0.476, 0.175, -0.730], [-2.917, 1.478, -0.491], [1.855, -0.978, 0.983], [2.212, -1.197, -0.848], [-0.812, -0.252, 0.822], [-0.343, 0.436, -0.235], [0.154, -0.136, -0.013], [-0.212, 0.340, -0.284], [-0.309, -0.012, -0.698], [-0.023, 0.350, 0.166], [0.353, -0.271, 0.436], [-0.036, 0.189, 0.508], [0.075, 0.023, -0.269], [1.650, -0.643, -3.096], [-1.320, 1.069, 1.737], [0.854, -0.878, 0.714], [-0.812, -0.332, 0.736], [-0.556, 0.875, 0.319], [-0.212, -0.285, -0.133], [-0.110, -0.203, -0.169], [0.787, 0.221, -0.054], [-0.794, 0.316, -0.535], [0.313, 0.307, 0.652], [-0.459, -0.503, 0.501], [0.732, 0.002, -0.731], [2.313, 1.744, 0.985], [-1.193, -2.225, -1.397], [0.967, 0.766, 0.392], [0.292, -1.043, -1.132], [-0.417, -0.290, -0.129], [-0.322, 0.435, 0.436], [0.071, 0.561, -0.156], [-0.244, 0.259, 0.680], [-0.025, -0.116, 0.303], [-0.447, -0.490, 0.358], [-0.458, 0.495, -0.160], [-0.534, -0.061, -0.164], [0.273, -2.028, 0.624], [0.320, 0.582, 0.162], [-1.069, 1.771, -0.090], [-0.484, -1.693, 0.569], [1.520, -0.042, -0.294], [-0.082, 0.414, -0.569], [-0.117, 0.268, -0.258], [0.467, -0.217, 0.215], [0.166, 0.299, -0.688], [-0.794, -0.082, 0.898], [-0.100, 0.351, 0.241], [-0.174, 0.338, -0.862]]
}